Here is 2 unconnected molecules or ions with the total composition C4H12N2O3 from the OMol25 dataset. Energies are from the ωB97M-V functional and the def2-TZVPD basis.

```
21
Properties=species:S:1:pos:R:3:forces:R:3
N -1.17271 -0.23053 1.93517 4.2 -1.1 -3.5
C -0.67139 0.02574 0.58712 0.0 -2.8 -0.6
C 0.45397 1.03636 0.53748 -1.0 0.5 1.9
C 1.72627 0.45347 0.08948 5.5 3.2 3.0
O 2.48879 -0.41612 1.01700 -1.7 1.1 0.2
C -1.70114 0.44399 -0.46903 2.0 -0.3 -1.0
N -1.50425 0.48218 -1.86978 -1.1 1.2 0.6
O -2.67406 0.95070 -0.06791 -3.9 1.7 1.5
H -0.58869 -0.69055 2.57850 0.6 -0.4 0.4
H -1.98470 0.07097 2.20804 -5.4 2.1 1.7
H -0.32809 -0.99332 0.25191 0.2 1.0 0.3
H 0.21010 1.87599 -0.13657 0.2 -0.2 0.3
H 0.43437 1.42342 1.62496 0.7 -0.3 -1.8
H 2.53759 1.35418 0.26147 -2.1 -1.5 -1.5
H 1.77544 0.12504 -0.90986 -0.1 -0.5 -1.2
H 2.62887 -1.28850 0.70986 0.0 -1.4 -0.7
H -0.71709 0.09479 -2.34857 0.3 0.2 -0.2
H -2.13151 1.23466 -2.32886 1.7 -2.1 1.0
H 1.07497 -1.79251 -0.82177 -1.6 -2.1 -2.0
H -0.32539 -1.79447 -1.39092 0.2 -0.9 -0.4
O 0.46866 -2.36549 -1.45772 1.3 2.6 2.1
```
Positions in Å, forces in eV/Å.

Output
Structure (SMILES): NC(=O)[C@H](N)CCO.O
Max |F|, hartree/bohr: 0.137
Electronic energy, a.u.: -494.7606

---

Here is C7H10N2O2S in the gas phase from the OMol25 dataset. Energies are from the ωB97M-V functional and the def2-TZVPD basis.

```
22
Properties=species:S:1:pos:R:3:forces:R:3
C 2.95150 0.02200 -0.72390 2.0 0.4 0.4
C 2.72790 1.17030 0.12191 2.0 0.4 1.5
C 1.68166 -0.39694 -0.97704 2.4 -1.8 -1.4
C -2.98533 0.62105 1.37175 -0.2 0.9 2.7
C -1.91359 -0.34720 1.83213 -1.3 0.5 -0.8
C -1.60663 0.89126 1.03089 0.5 -1.5 -1.2
C 1.31217 -1.61646 -1.76428 2.1 -0.6 -1.5
N 1.43226 1.33756 0.40004 -2.1 -0.9 -1.2
N 0.81291 0.40868 -0.30128 2.6 1.3 2.2
O -1.33670 1.42210 -1.60266 -0.9 1.6 -1.0
O -1.43482 -0.94579 -1.01489 -1.5 -2.9 -0.1
S -1.20186 0.39618 -0.60687 -1.0 2.0 0.3
H 3.97889 -0.44586 -0.92672 -2.0 0.9 0.0
H 3.34694 1.87456 0.75982 0.0 -1.2 -1.4
H -3.71486 0.42460 0.65895 -0.9 -0.5 -1.4
H -3.34993 1.21372 2.20133 -0.3 0.0 0.1
H -1.90114 -0.41633 2.88438 0.8 0.3 1.0
H -1.83685 -1.27012 1.32486 0.1 -0.8 -0.5
H -0.82796 1.58288 1.28725 -0.4 0.8 0.5
H 1.79621 -1.56433 -2.84028 -1.0 0.0 2.1
H 1.79004 -2.50489 -1.28003 -0.2 0.7 -0.3
H 0.27920 -1.85697 -1.83539 -0.8 0.3 -0.1
```
Positions in Å, forces in eV/Å.

Output
Max |F|, hartree/bohr: 0.071
Electronic energy, a.u.: -930.6153
Spin multiplicity: 3

---

Here is a molecular structure, C2H4I2S from the OMol25 dataset. Energies are from the ωB97M-V functional and the def2-TZVPD basis.

```
9
Properties=species:S:1:pos:R:3:forces:R:3
C 1.86786 0.22826 0.98992 -0.1 0.0 0.0
C -1.48303 0.01399 -0.35692 -0.7 -0.3 -0.2
S -0.96744 0.29171 -1.99854 0.0 0.1 0.4
I -2.73867 1.54835 0.36000 0.4 -0.4 -0.1
I -2.07106 -1.98588 0.15268 0.3 0.7 -0.1
H 2.78706 -0.18204 0.63398 0.3 -0.2 -0.1
H 0.94948 -0.30880 0.87347 -0.2 -0.2 0.0
H 1.86099 1.20143 1.43093 0.0 0.3 0.2
H -0.20519 -0.80700 -2.08551 0.1 -0.1 0.0
```
Positions in Å, forces in eV/Å.

Output
Max |F|, hartree/bohr: 0.016
Electronic energy, a.u.: -1072.0266

---

Here is C6H9NO3 in the gas phase from the OMol25 dataset. Energies are from the ωB97M-V functional and the def2-TZVPD basis.

```
19
Properties=species:S:1:pos:R:3:forces:R:3
C -0.72252 1.50488 0.53127 -0.5 -1.4 -0.8
C -0.38897 -0.11956 -0.92328 -2.1 2.2 4.0
C 1.31167 1.40333 -0.78730 2.0 1.4 -0.5
C 0.74116 0.25312 2.37226 -2.3 0.6 1.1
C -0.54451 -1.94939 -2.46089 -0.4 2.3 -2.1
C -0.53180 1.04227 1.97922 -2.5 -2.2 -0.2
N -1.07289 -1.12983 -1.37932 1.2 0.2 -1.1
O 2.39005 1.77128 -1.21934 -2.2 -0.5 1.1
O 0.58073 1.92060 0.16321 1.3 0.1 -1.0
O 0.74743 0.26851 -1.39944 0.0 -1.3 -0.9
H 0.38408 -0.73769 2.71615 0.9 0.5 -0.1
H 1.01168 0.92057 3.17863 1.3 -0.8 0.6
H 1.46249 0.22834 1.60044 0.9 -0.2 -0.6
H -0.02675 -2.75016 -2.07434 1.8 -1.5 1.0
H -1.36856 -2.47278 -2.97320 0.2 0.9 -0.4
H 0.13797 -1.21292 -3.08746 -1.5 -2.1 0.8
H -0.60078 1.98215 2.56206 -0.1 -0.4 -0.4
H -1.47504 0.35405 2.32181 1.9 2.0 -1.0
H -2.03543 -1.27677 -1.12048 0.2 0.3 0.6
```
Positions in Å, forces in eV/Å.

Output
Max |F|, hartree/bohr: 0.097
Electronic energy, a.u.: -514.3123

---

Please write out number 1 again, unchanged.
Here is 2 unconnected molecules or ions with the total composition C4H12N2O3 from the OMol25 dataset. Energies are from the ωB97M-V functional and the def2-TZVPD basis.

```
21
Properties=species:S:1:pos:R:3:forces:R:3
N -1.17271 -0.23053 1.93517 4.2 -1.1 -3.5
C -0.67139 0.02574 0.58712 0.0 -2.8 -0.6
C 0.45397 1.03636 0.53748 -1.0 0.5 1.9
C 1.72627 0.45347 0.08948 5.5 3.2 3.0
O 2.48879 -0.41612 1.01700 -1.7 1.1 0.2
C -1.70114 0.44399 -0.46903 2.0 -0.3 -1.0
N -1.50425 0.48218 -1.86978 -1.1 1.2 0.6
O -2.67406 0.95070 -0.06791 -3.9 1.7 1.5
H -0.58869 -0.69055 2.57850 0.6 -0.4 0.4
H -1.98470 0.07097 2.20804 -5.4 2.1 1.7
H -0.32809 -0.99332 0.25191 0.2 1.0 0.3
H 0.21010 1.87599 -0.13657 0.2 -0.2 0.3
H 0.43437 1.42342 1.62496 0.7 -0.3 -1.8
H 2.53759 1.35418 0.26147 -2.1 -1.5 -1.5
H 1.77544 0.12504 -0.90986 -0.1 -0.5 -1.2
H 2.62887 -1.28850 0.70986 0.0 -1.4 -0.7
H -0.71709 0.09479 -2.34857 0.3 0.2 -0.2
H -2.13151 1.23466 -2.32886 1.7 -2.1 1.0
H 1.07497 -1.79251 -0.82177 -1.6 -2.1 -2.0
H -0.32539 -1.79447 -1.39092 0.2 -0.9 -0.4
O 0.46866 -2.36549 -1.45772 1.3 2.6 2.1
```
Positions in Å, forces in eV/Å.

Output
Structure (SMILES): NC(=O)[C@H](N)CCO.O
Max |F|, hartree/bohr: 0.137
Electronic energy, a.u.: -494.7606